(1)
8
Properties=species:S:1:pos:R:3:forces:R:3 method="wB97M-V/def2-TZVPD" e_lumo_ev="-4.34 / -4.34" e_homo_ha="-0.3543 / -0.3553" total_charge=0 orbital_gap_ev="5.306 / 5.331"
C -0.393 -0.801 0.320 -0.46 -3.93 0.58
P 0.100 0.867 0.268 0.69 2.42 0.08
S -1.493 1.963 0.616 1.39 -0.86 -0.01
Br 0.117 -1.787 -2.802 -0.40 0.41 1.80
Br 1.843 0.855 1.876 -1.29 0.02 -1.22
Br 1.163 1.465 -1.611 -0.31 -0.36 1.12
H 0.177 -1.713 0.853 -0.98 2.44 -1.58
H -1.514 -0.850 0.480 1.37 -0.14 -0.76

***

(2)
7
Properties=species:S:1:pos:R:3:forces:R:3 method="wB97M-V/def2-TZVPD" e_lumo_ev=0.14 e_homo_ha=-0.3515 total_charge=0 orbital_gap_ev=9.705
C -0.511 0.612 0.348 -1.13 -1.44 -2.04
F -0.273 0.669 1.637 -0.01 0.36 2.20
F 0.468 1.315 -0.258 -0.52 0.97 -0.43
P -0.027 -1.317 -0.018 2.52 1.66 1.41
Br 0.223 -1.403 -2.174 -0.12 0.13 -0.67
H -1.631 1.031 0.154 2.74 -0.98 -0.01
H 1.752 -0.907 0.311 -3.47 -0.70 -0.45

***

(3)
8
Properties=species:S:1:pos:R:3:forces:R:3 method="wB97M-V/def2-TZVPD" e_lumo_ev="-1.29 / -3.07" e_homo_ha="-0.3709 / -0.3585" total_charge=0 orbital_gap_ev="8.800 / 6.686"
C -1.246 0.931 -0.093 0.99 -0.40 -0.77
O 2.113 0.204 -0.023 -1.42 -1.35 0.20
O 1.153 -1.773 -1.214 -0.22 0.34 0.41
F -0.517 1.933 0.254 0.81 1.06 0.96
S 1.073 -0.823 -0.132 0.73 1.28 -0.53
Br 0.941 -2.093 1.788 0.08 0.22 -0.07
H -1.487 0.978 -1.103 -0.06 -0.42 -2.00
H -2.029 0.643 0.523 -0.92 -0.73 1.80

***

(4)
8
Properties=species:S:1:pos:R:3:forces:R:3 method="wB97M-V/def2-TZVPD" e_lumo_ev="-0.48 / -2.61" e_homo_ha="-0.3114 / -0.3187" total_charge=0 orbital_gap_ev="7.996 / 6.060"
C 2.397 0.265 0.556 1.08 -0.27 -2.13
Si -1.607 -0.481 -0.293 -0.54 -0.05 -0.14
Br 1.715 1.705 -0.407 -0.19 0.20 0.39
I -2.408 -1.555 -2.384 0.24 0.21 0.29
I -2.901 -1.480 1.549 0.20 -0.01 -0.06
I -2.170 1.907 -0.282 0.02 -0.13 -0.09
H 3.080 -0.262 -0.174 -0.85 0.11 1.75
H 1.894 -0.099 1.434 0.04 -0.06 -0.03

***

(5)
5
Properties=species:S:1:pos:R:3:forces:R:3 method="wB97M-V/def2-TZVPD" e_lumo_ev="-3.68 / -3.68" e_homo_ha="-0.3563 / -0.3563" total_charge=0 orbital_gap_ev="6.016 / 6.015"
C 0.531 0.296 -0.016 1.86 -3.08 0.44
N 1.231 1.287 0.051 1.86 -0.15 -0.19
Br 3.859 -0.141 -0.032 -1.61 0.95 0.03
H -0.514 0.267 0.115 -1.60 0.62 -0.06
H 0.977 -0.782 -0.025 -0.51 1.66 -0.23

***

(6)
5
Properties=species:S:1:pos:R:3:forces:R:3 method="wB97M-V/def2-TZVPD" e_lumo_ev=0.62 e_homo_ha=-0.3454 total_charge=0 orbital_gap_ev=10.014 smiles="C=NBr"
C 0.547 0.103 0.152 1.95 0.02 0.07
N -0.387 -0.254 -0.578 -0.40 -1.47 -1.90
Br -2.205 -0.251 -0.315 -0.20 0.67 0.75
H 1.539 -0.279 -0.360 -1.47 1.31 1.52
H 0.506 0.681 1.100 0.12 -0.53 -0.44

***

In the order shown, the computed total energy values come out to -8500.79612; -3154.34027; -3261.72007; -3795.88240; -2667.92045; -2667.99819 Eh.
In the order shown, the computed energy above the lowest of the compared OMol25 structures with the same formula, charge and spin values come out to 89.84; 30.72; 56.06; 76.01; 79.54; 30.76 kcal/mol.